The following is a DFT calculation (wB97M-V/def2-TZVPD) of a 11-piece molecular cluster, C50H47N11O14 overall in a non-equilibrium geometry.

Each line ends with the Löwdin charge.
Atoms and positions in Å:
C: -5.25 0.46 3.01  -0.06
C: -5.54 -0.33 1.82  -0.30
N: -5.79 -0.96 0.89  0.15
H: -6.18 1.00 3.22  0.09
H: -4.45 1.18 2.90  0.07
H: -4.97 -0.19 3.84  0.07
C: -4.20 -2.34 -2.75  -0.07
C: -3.32 -3.10 -1.87  -0.25
N: -2.62 -3.70 -1.17  0.15
H: -3.84 -2.32 -3.78  0.04
H: -4.32 -1.34 -2.35  0.08
H: -5.18 -2.81 -2.83  0.09
C: -0.46 0.75 -5.24  -0.06
C: -1.75 0.08 -5.13  -0.26
N: -2.77 -0.45 -5.04  0.15
H: 0.35 0.06 -5.49  0.08
H: -0.25 1.37 -4.37  0.07
H: -0.55 1.44 -6.09  0.09
C: -0.54 -3.11 -4.39  -0.06
C: 0.82 -3.09 -4.94  -0.28
N: 1.86 -3.11 -5.40  0.16
H: -0.49 -3.67 -3.46  0.05
H: -1.22 -3.51 -5.13  0.09
H: -0.80 -2.10 -4.08  0.04
C: 2.19 3.64 -3.05  -0.07
C: 1.67 4.65 -2.23  -0.05
C: 1.95 4.67 -0.87  -0.01
C: 2.79 3.71 -0.36  -0.16
C: 3.35 2.73 -1.15  0.00
C: 3.02 2.68 -2.50  -0.09
N: 3.14 3.80 1.05  -0.35
O: 3.33 2.77 1.67  0.10
O: 3.26 4.91 1.51  0.07
H: 1.95 3.61 -4.10  0.11
H: 1.02 5.35 -2.74  0.11
H: 1.56 5.49 -0.29  0.12
H: 4.06 2.04 -0.70  0.12
H: 3.56 1.94 -3.08  0.10
C: -5.04 7.12 1.89  -0.07
C: -3.97 6.25 2.03  -0.06
C: -4.10 4.92 1.66  0.00
C: -5.30 4.47 1.14  -0.15
C: -6.36 5.33 0.96  -0.01
C: -6.23 6.65 1.36  -0.07
N: -5.43 3.09 0.65  -0.34
O: -6.55 2.65 0.49  0.09
O: -4.39 2.50 0.45  0.06
H: -4.97 8.14 2.26  0.11
H: -3.05 6.53 2.52  0.11
H: -3.31 4.20 1.81  0.08
H: -7.29 4.96 0.54  0.12
H: -7.13 7.25 1.28  0.11
C: 5.87 -0.73 -1.66  -0.07
C: 6.95 -1.58 -1.79  -0.07
C: 6.93 -2.61 -2.72  -0.01
C: 5.77 -2.86 -3.43  -0.16
C: 4.65 -2.05 -3.27  0.01
C: 4.73 -0.97 -2.42  -0.07
N: 5.79 -3.99 -4.35  -0.37
O: 6.67 -4.82 -4.17  0.06
O: 4.97 -4.03 -5.22  0.10
H: 5.90 0.15 -1.02  0.10
H: 7.85 -1.40 -1.22  0.11
H: 7.83 -3.17 -2.88  0.12
H: 3.74 -2.31 -3.80  0.09
H: 3.86 -0.33 -2.34  0.07
C: 1.85 2.55 5.75  -0.05
C: 0.55 2.09 5.56  -0.06
C: -0.25 2.53 4.52  0.00
C: 0.29 3.43 3.63  -0.14
C: 1.56 3.95 3.82  -0.02
C: 2.35 3.48 4.86  -0.05
N: -0.45 3.80 2.43  -0.30
O: 0.15 4.43 1.59  0.08
O: -1.61 3.46 2.31  0.03
H: 2.45 2.10 6.53  0.11
H: 0.12 1.43 6.31  0.11
H: -1.28 2.22 4.37  0.12
H: 1.95 4.74 3.19  0.10
H: 3.33 3.93 4.93  0.12
C: -2.80 -3.58 2.39  -0.07
C: -3.47 -2.96 3.42  -0.07
C: -2.82 -2.63 4.59  -0.01
C: -1.49 -2.91 4.73  -0.16
C: -0.80 -3.59 3.75  0.00
C: -1.44 -3.85 2.56  -0.06
N: -0.82 -2.69 6.00  -0.37
O: -1.49 -2.16 6.86  0.07
O: 0.32 -3.02 6.13  0.09
H: -3.27 -3.90 1.48  0.09
H: -4.50 -2.65 3.26  0.10
H: -3.42 -2.18 5.37  0.12
H: 0.23 -3.90 3.85  0.12
H: -0.93 -4.39 1.77  0.10
C: 3.71 -4.23 0.75  -0.05
C: 4.35 -4.59 -0.42  -0.07
C: 3.63 -5.06 -1.49  -0.01
C: 2.26 -5.17 -1.44  -0.15
C: 1.57 -4.78 -0.30  -0.01
C: 2.31 -4.30 0.77  -0.07
N: 1.54 -5.71 -2.59  -0.34
O: 2.16 -6.15 -3.53  0.09
O: 0.32 -5.80 -2.49  0.05
H: 4.24 -3.89 1.63  0.11
H: 5.43 -4.54 -0.44  0.11
H: 4.10 -5.38 -2.42  0.12
H: 0.49 -4.77 -0.25  0.10
H: 1.81 -3.98 1.68  0.09
C: -1.73 0.99 0.44  -0.06
C: -1.60 -0.39 0.41  -0.03
C: -0.68 -0.97 -0.45  0.00
C: 0.15 -0.14 -1.17  -0.15
C: 0.06 1.23 -1.12  0.00
C: -0.87 1.79 -0.28  -0.05
N: 1.12 -0.71 -2.10  -0.30
O: 1.39 -1.90 -2.02  0.08
O: 1.55 0.03 -2.98  0.03
H: -2.45 1.45 1.10  0.07
H: -2.24 -1.00 1.03  0.10
H: -0.55 -2.04 -0.45  0.10
H: 0.71 1.86 -1.70  0.09
H: -0.94 2.87 -0.17  0.10

## Properties
SMILES string: O=[N+]([O-])c1ccccc1.O=[N+]([O-])c1ccccc1.O=[N+]([O-])c1ccccc1.O=[N+]([O-])c1ccccc1.O=[N+]([O-])c1ccccc1.O=[N+]([O-])c1ccccc1.O=[N+]([O-])c1ccccc1.CC#N.CC#N.CC#N.CC#N
Charge: 0
LUMO in eV: -1.10
Calculated total energy in eV: -97648.515
Energy relative to the best compared isomer or geometry (same formula, charge and spin) in eV: 0.000
2S+1: 1